Version a
Here is an isolated ion of composition C6H11N and charge +1 from the OMol25 dataset. Energies are from wB97M-V/def2-TZVPD.

As for the HOMO energy (alpha / beta): -13.37 / -13.34 eV. Its LUMO energy (alpha / beta) is -3.7 / -7.9 eV. The total charge is +1. As for the HOMO-LUMO gap (alpha / beta): 9.6682 / 5.4852 eV. The spin multiplicity is 2.

Bonds (Å) are listed after each position.
Geometry (Å):
1 C 1.00 1.43 -0.32  C2 1.534, H8 1.123, H9 1.134, H10 1.098
2 C 0.32 0.08 -0.52  C1 1.534, C3 1.315, C5 1.500
3 C 0.96 -0.96 -1.02  C2 1.315, N4 1.436, H11 1.170
4 N 2.11 -1.08 -1.86  C3 1.436, H12 1.089, H13 1.054
5 C -1.11 -0.24 -0.17  C2 1.500, C6 1.531, H14 1.071, H15 1.102
6 C -1.44 0.40 1.18  C5 1.531, C7 1.368, H16 1.148
7 C -2.15 -0.12 2.23  C6 1.368, H17 1.072, H18 1.111
8 H 1.48 1.56 0.69  C1 1.123
9 H 1.69 1.65 -1.19  C1 1.134
10 H 0.25 2.24 -0.37  C1 1.098
11 H 0.38 -1.97 -1.15  C3 1.170
12 H 2.79 -0.28 -1.57  N4 1.089
13 H 2.55 -2.00 -1.61  N4 1.054
14 H -1.21 -1.26 0.13  C5 1.071
15 H -1.83 -0.11 -0.99  C5 1.102
16 H -0.96 1.43 1.36  C6 1.148
17 H -2.48 0.42 3.10  C7 1.072
18 H -2.38 -1.20 2.08  C7 1.111

Atomic partial charges in e from the Löwdin method, atoms 1 to 6: -0.001, -0.179, -0.063, 0.163, -0.137, -0.168

=====

Version b
Here is an isolated ion of composition C6H11N and charge +1 from the OMol25 dataset. Energies are from wB97M-V/def2-TZVPD.

As for the HOMO energy (alpha / beta): -12.57 / -12.52 eV. Its LUMO energy (alpha / beta) is -3.8 / -7.0 eV. The total charge is +1. As for the HOMO-LUMO gap (alpha / beta): 8.7594 / 5.5206 eV. The spin multiplicity is 2.

Bonds (Å) are listed after each position.
Geometry (Å):
1 C -0.18 -1.22 0.53  C2 1.387, C4 1.450, H8 1.085
2 C 0.13 -2.47 1.04  C1 1.387, N3 1.311, H9 1.087
3 N -0.54 -3.17 1.92  C2 1.311, H10 1.013, H11 1.012
4 C 0.81 -0.38 -0.10  C1 1.450, C5 1.502, H12 1.103, H13 1.091
5 C 0.35 1.05 -0.24  C4 1.502, C6 1.325, H14 1.093
6 C 0.48 1.97 -1.18  C5 1.325, C7 1.500, H15 1.091
7 C -0.62 2.93 -1.53  C6 1.500, H16 1.077, H17 1.079, H18 1.097
8 H -1.21 -0.87 0.49  C1 1.085
9 H 1.13 -2.84 0.82  C2 1.087
10 H -0.09 -3.90 2.46  N3 1.013
11 H -1.34 -2.75 2.38  N3 1.012
12 H 1.72 -0.28 0.53  C4 1.103
13 H 1.18 -0.77 -1.05  C4 1.091
14 H -0.42 1.27 0.51  C5 1.093
15 H 1.38 1.90 -1.79  C6 1.091
16 H -1.54 2.37 -1.48  C7 1.077
17 H -0.59 3.39 -2.50  C7 1.079
18 H -0.64 3.77 -0.82  C7 1.097

Atomic partial charges in e from the Löwdin method, atoms 1 to 6: 0.022, -0.079, 0.212, -0.185, -0.141, -0.130

=====

Short version: version b is the most stable of them.

=====

Version a
Here is one molecule with the formula C5H6OS2 from the OMol25 dataset. Energies are from wB97M-V/def2-TZVPD.

As for the HOMO energy: -8.73 eV. Its LUMO energy is -0.2 eV. Its SMILES is S=C1CSC[C@@H]2O[C@@H]12. As for the HOMO-LUMO gap: 8.4974 eV. The spin multiplicity is 1.

Bonds (Å) are listed after each position.
Geometry (Å):
1 S -2.49 -0.36 -0.32  C2 1.595
2 C -1.04 -0.21 0.32  S1 1.595, C3 1.542, C8 1.469
3 C -0.06 -1.38 0.56  C2 1.542, S4 1.896, H9 1.094, H10 1.102
4 S 1.67 -1.20 -0.20  C3 1.896, C5 1.857
5 C 2.08 0.61 -0.14  S4 1.857, C6 1.533, H11 1.106, H12 1.104
6 C 0.70 1.18 -0.47  C5 1.533, O7 1.472, C8 1.468, H13 1.095
7 O -0.09 2.27 0.12  C6 1.472, C8 1.404
8 C -0.24 0.98 0.64  C2 1.469, C6 1.468, O7 1.404, H14 1.095
9 H -0.42 -2.31 0.12  C3 1.094
10 H -0.16 -1.51 1.65  C3 1.102
11 H 2.86 0.88 -0.88  C5 1.106
12 H 2.57 0.88 0.82  C5 1.104
13 H 0.28 0.91 -1.45  C6 1.095
14 H 0.22 0.85 1.63  C8 1.095

Atomic partial charges in e from the Löwdin method, atoms 1 to 6: 0.776, -0.824, -0.437, 0.860, -0.392, -0.294

=====

Version b
Here is a 2-piece molecular cluster, C5H6OS2 overall from the OMol25 dataset. Energies are from wB97M-V/def2-TZVPD.

As for the HOMO energy (alpha / beta): -8.21 / -8.21 eV. Its LUMO energy (alpha / beta) is -0.4 / -0.4 eV. As for the HOMO-LUMO gap (alpha / beta): 7.8492 / 7.8487 eV. The spin multiplicity is 1.

Bonds (Å) are listed after each position.
Geometry (Å):
1 C 2.28 0.10 0.60  C2 1.431, C3 1.399, H9 1.109
2 C 1.00 -0.54 0.64  C1 1.431, C4 1.371, H10 1.117
3 C 2.11 1.10 -0.35  C1 1.399, O6 1.372, H11 1.115
4 C 0.19 0.10 -0.27  C2 1.371, C5 1.480, O6 1.310
5 C -1.23 -0.11 -0.62  C4 1.480, S7 1.794, S8 1.815
6 O 0.84 1.07 -0.87  C3 1.372, C4 1.310
7 S -2.01 1.33 -1.37  C5 1.794, H13 1.293
8 S -2.36 -0.71 0.67  C5 1.815, H14 1.356
9 H 3.12 -0.20 1.26  C1 1.109
10 H 0.46 -1.19 1.37  C2 1.117
11 H 2.82 1.78 -0.87  C3 1.115
12 H -1.01 -1.40 -2.01  no bonds
13 H -3.18 1.02 -0.91  S7 1.293
14 H -1.40 -1.59 1.05  S8 1.356

Atomic partial charges in e from the Löwdin method, atoms 1 to 6: -0.038, -0.059, -0.083, -0.505, -0.976, -0.010

=====

Version c
Here is one molecule with the formula C5H6OS2 from the OMol25 dataset. Energies are from wB97M-V/def2-TZVPD.

As for the HOMO energy: -8.73 eV. Its LUMO energy is -0.1 eV. As for the HOMO-LUMO gap: 8.5829 eV. The spin multiplicity is 1.

Bonds (Å) are listed after each position.
Geometry (Å):
1 C -1.52 1.70 1.61  C2 1.230, H9 0.983
2 C -1.10 0.85 0.83  C1 1.230, C5 1.478
3 C -0.26 -1.46 0.43  C5 1.495, S7 1.784, H10 1.013, H11 1.080
4 C 0.68 0.28 -1.47  S8 1.737, H12 1.037, H13 1.061
5 C -0.90 -0.24 -0.16  C2 1.478, C3 1.495, H14 1.156
6 O 2.74 1.12 -0.24  S8 1.464
7 S 1.42 -1.15 0.97  C3 1.784, S8 2.094
8 S 2.18 -0.15 -0.71  C4 1.737, O6 1.464, S7 2.094
9 H -1.70 2.45 2.21  C1 0.983
10 H -0.61 -1.67 1.35  C3 1.013
11 H -0.36 -2.35 -0.16  C3 1.080
12 H 0.43 -0.39 -2.22  C4 1.037
13 H 0.69 1.34 -1.44  C4 1.061
14 H -1.68 -0.32 -1.00  C5 1.156

Atomic partial charges in e from the Löwdin method, atoms 1 to 6: 0.159, -0.125, -0.570, -0.242, -0.223, -0.570

=====

Short version: version a is the most stable of them.